C4H7NO in the gas phase. Source: the Open Molecules 2025 dataset; level of theory: the ωB97M-V functional and the def2-TZVPD basis.

Its SMILES is C[C@@]1(C=O)CN1. For the strongest force on any atom, the calculation gives 0.5 eV/Å. For the LUMO energy, the calculation gives 0.837 eV. The calculation puts the gap between HOMO and LUMO at 0.390 Ha. The total energy is -286.55379 hartree. The molar mass is 85.11 Da. The value obtained for the energy above the lowest of the compared OMol25 structures with the same formula, charge and spin is 204.41 kJ/mol.

Element x y z (Å)
C (1.358, -0.660, -0.168)
C (-0.016, -0.036, -0.039)
C (-0.214, 1.408, 0.205)
N (-0.418, 0.842, -1.131)
C (-1.059, -0.967, 0.533)
O (-1.610, -1.818, -0.122)
H (1.287, -1.611, -0.706)
H (2.001, 0.017, -0.738)
H (1.819, -0.841, 0.810)
H (-1.089, 1.713, 0.780)
H (0.651, 2.060, 0.307)
H (-1.407, 0.737, -1.341)
H (-1.303, -0.844, 1.609)